60
Properties=species:S:1:pos:R:3:lowdin_spin:R:1 method="wB97M-V/def2-TZVPD" spin_multiplicity=5 charge=+2 lumo_energy_ev="-6.2 / -10.2" gap_ev="5.1 / 3.9" homo_ha="-0.41694 / -0.51717" total_energy_ev=-52903.825 s_squared=6.053
C -1.4338 3.3717 -2.6645 0.1088
C -1.2011 2.0299 -2.4074 0.1735
C 0.0818 1.4726 -2.7157 0.0710
C 1.1459 2.3280 -3.1681 0.0589
C 0.8534 3.6979 -3.3946 0.1883
C -0.4102 4.2020 -3.1566 0.1734
C 2.4089 1.7452 -3.3125 0.3587
C 2.6428 0.3928 -3.0474 0.0615
C 1.5145 -0.3880 -2.6231 0.0654
C 1.7019 -1.7550 -2.2443 0.1193
C 2.9553 -2.3333 -2.3473 0.1057
C 4.0538 -1.5786 -2.7939 0.1044
C 3.9054 -0.2484 -3.1315 0.1357
H -2.4205 3.7865 -2.4608 0.0029
H 1.6574 4.3322 -3.7639 0.0055
H -0.6258 5.2522 -3.3417 0.0051
H 3.2372 2.3628 -3.6391 0.0147
H 3.0839 -3.3775 -2.0624 0.0038
H 5.0257 -2.0584 -2.8643 0.0025
H 4.7485 0.3455 -3.4765 0.0039
N 0.2958 0.1644 -2.4983 0.5118
Pd -0.1653 -0.1264 0.8573 0.7827
C -2.2465 1.1315 -1.7869 0.0475
H -2.1015 0.1029 -2.1441 0.0022
H -3.2654 1.4850 -2.0150 0.0080
C 0.4985 -2.5294 -1.7581 0.0335
H -0.4175 -2.1592 -2.2399 0.0018
H 0.6193 -3.6139 -1.8939 0.0049
P -2.0541 1.0044 0.0488 0.2240
P 0.1807 -2.2817 0.0248 0.0912
C 1.5019 -3.1494 0.9156 0.0072
H 1.3051 -3.1026 1.9985 0.0000
H 1.5169 -4.1949 0.5735 0.0014
H 2.4577 -2.6535 0.6886 0.0013
C -1.3545 -3.2027 0.3604 0.0169
H -1.1873 -4.2532 0.0818 0.0031
H -1.5906 -3.1241 1.4335 0.0006
H -2.1774 -2.7768 -0.2352 0.0004
C -2.3881 2.6905 0.6465 0.0154
H -3.3315 3.0898 0.2387 0.0045
H -2.4395 2.6558 1.7449 -0.0001
H -1.5486 3.3342 0.3500 0.0007
C -3.5448 0.0577 0.5121 0.0542
H -3.5753 -0.0357 1.6066 0.0013
H -4.4515 0.5758 0.1628 0.0122
H -3.5035 -0.9486 0.0705 0.0006
H 0.8803 0.8133 -0.0230 0.2194
H -0.0928 1.4183 1.3249 0.0364
N 0.0598 0.2850 8.3915 -0.0018
C 0.0195 0.0156 7.2443 0.0002
C -0.0417 -0.3080 5.8230 -0.0026
C -1.2338 -0.1611 5.1150 0.0065
C -1.2433 -0.3519 3.7348 0.0114
N -0.1051 -0.3948 3.0296 0.1136
C 1.0342 -0.6453 3.6842 0.0125
C 1.1223 -0.5001 5.0718 0.0059
H -2.1564 0.0828 5.6265 0.0007
H -2.1774 -0.4592 3.1920 0.0030
H 1.8902 -0.9732 3.1016 0.0038
H 2.0862 -0.5413 5.5559 0.0007